<A>
Entry from the Open Molecules 2025 dataset: C6H10O in the gas phase (ωB97M-V/def2-TZVPD).

SMILES = O[C@@H]1C=CCCC1

Each line ends with the Mulliken charge.
CARTESIAN COORDINATES (ANGSTROEM)
O (2.491, -0.918, -0.195)  -0.52
C (1.234, -0.325, -0.386)  0.04
C (1.062, 0.988, 0.271)  -0.28
C (-0.121, 1.611, 0.180)  -0.28
C (-1.227, 0.945, -0.533)  -0.77
C (-1.460, -0.575, 0.251)  -0.48
C (-0.165, -1.382, 0.124)  -0.68
H (2.835, -0.671, 0.674)  0.33
H (1.039, -0.338, -1.456)  0.26
H (1.798, 1.310, 1.011)  0.22
H (-0.355, 2.441, 0.843)  0.33
H (-0.971, 0.613, -1.546)  0.29
H (-2.137, 1.568, -0.579)  0.35
H (-1.740, -0.383, 1.298)  0.31
H (-2.326, -0.978, -0.289)  0.32
H (0.237, -1.801, 1.050)  0.31
H (-0.228, -2.160, -0.652)  0.26

---

<B>
Entry from the Open Molecules 2025 dataset: C6H10O in the gas phase (ωB97M-V/def2-TZVPD).

SMILES = C1C[C@H](C2CC2)O1

Each line ends with the Mulliken charge.
CARTESIAN COORDINATES (ANGSTROEM)
C (2.043, 0.667, -0.135)  -0.37
C (1.339, -0.278, -1.114)  -0.66
C (0.506, -0.670, 0.119)  0.08
C (-0.996, -0.647, 0.027)  -0.27
C (-1.790, -0.143, 1.196)  -0.62
C (-1.723, 0.661, -0.074)  -0.57
O (1.042, 0.438, 0.869)  -0.47
H (3.027, 0.311, 0.199)  0.26
H (2.116, 1.723, -0.414)  0.26
H (1.941, -1.061, -1.583)  0.31
H (0.745, 0.244, -1.869)  0.25
H (0.840, -1.620, 0.563)  0.38
H (-1.410, -1.488, -0.526)  0.43
H (-1.228, 0.234, 2.046)  0.22
H (-2.718, -0.650, 1.445)  0.28
H (-2.609, 0.710, -0.701)  0.29
H (-1.125, 1.568, -0.048)  0.20

---

Stability ranking, top and bottom: <A> is the most stable and <B> is the least stable.

---

<A>
Entry from the Open Molecules 2025 dataset: a molecular structure, C6H10O (ωB97M-V/def2-TZVPD).

Each line ends with the Mulliken charge.
CARTESIAN COORDINATES (ANGSTROEM)
C (1.386, -1.000, -0.270)  -0.95
C (0.047, -1.488, 0.001)  0.03
C (-0.836, -0.946, 1.060)  -0.61
C (-1.225, -0.220, -0.171)  -0.11
C (-0.733, 1.070, -0.613)  -0.63
C (-0.121, 2.042, 0.321)  0.01
O (0.443, 1.761, 1.359)  -0.49
H (1.898, -0.512, 0.561)  0.29
H (1.255, 0.035, -1.062)  0.04
H (2.020, -1.660, -0.866)  0.35
H (-0.292, -2.347, -0.573)  0.35
H (-1.582, -1.630, 1.450)  0.30
H (-0.343, -0.346, 1.814)  0.27
H (-2.020, -0.646, -0.778)  0.36
H (-1.300, 1.526, -1.428)  0.42
H (0.524, 0.811, -1.228)  0.05
H (-0.113, 3.086, -0.054)  0.32

---

<B>
Entry from the Open Molecules 2025 dataset: C6H10O in the gas phase (ωB97M-V/def2-TZVPD).

SMILES = C[C@@H]1CC[C@@H]2O[C@H]12

Each line ends with the Mulliken charge.
CARTESIAN COORDINATES (ANGSTROEM)
C (-1.248, 1.636, -0.194)  -1.45
C (-0.018, 0.656, -0.534)  0.21
C (-0.450, -0.811, -0.758)  -0.94
C (0.554, -1.695, -0.033)  -0.66
C (1.213, -0.782, 0.966)  -0.33
O (0.149, 0.032, 1.743)  -0.47
C (0.851, 0.597, 0.688)  -0.07
H (-1.801, 1.537, 0.753)  0.31
H (-1.967, 1.470, -0.980)  0.39
H (-0.911, 2.665, -0.246)  0.41
H (0.564, 1.020, -1.398)  0.37
H (-0.524, -1.079, -1.805)  0.38
H (-1.431, -0.959, -0.333)  0.32
H (1.298, -2.075, -0.726)  0.31
H (0.086, -2.559, 0.427)  0.31
H (2.133, -1.081, 1.480)  0.43
H (1.502, 1.427, 0.950)  0.50

---

Stability ranking, top and bottom: <B> is the most stable and <A> is the least stable.

---

<A>
Entry from the Open Molecules 2025 dataset: C6H10O in the gas phase (ωB97M-V/def2-TZVPD).

Each line ends with the Mulliken charge.
CARTESIAN COORDINATES (ANGSTROEM)
C (-0.842, 1.964, 0.564)  -1.11
C (0.407, 1.252, 0.010)  -0.36
C (0.438, -0.156, 0.536)  0.52
C (0.081, -1.198, -1.724)  -1.59
O (0.690, -0.169, 1.831)  -0.39
C (0.182, -1.318, -0.209)  0.49
C (-0.043, -2.583, 0.369)  -0.54
H (-0.916, 2.982, 0.168)  0.34
H (-0.796, 2.009, 1.657)  0.31
H (-1.748, 1.414, 0.288)  0.32
H (1.309, 1.781, 0.340)  0.30
H (0.409, 1.247, -1.081)  0.29
H (-0.045, -2.209, -2.116)  0.40
H (-0.784, -0.610, -2.050)  0.31
H (0.973, -0.754, -2.188)  0.34
H (0.650, -1.104, 2.119)  0.16
H (0.037, -2.546, 1.488)  0.21

---

<B>
Entry from the Open Molecules 2025 dataset: C6H10O in the gas phase (ωB97M-V/def2-TZVPD).

SMILES = C1=CCOCCC1

Each line ends with the Mulliken charge.
CARTESIAN COORDINATES (ANGSTROEM)
C (0.209, -1.101, -0.992)  -0.25
C (-0.818, -0.336, -1.363)  -0.42
C (-0.932, 1.119, -0.968)  -0.48
O (-0.700, 1.445, 0.400)  -0.42
C (-0.566, 0.386, 1.325)  -0.62
C (0.840, -0.212, 1.310)  -0.50
C (1.312, -0.556, -0.118)  -0.57
H (0.244, -2.143, -1.307)  0.37
H (-1.612, -0.744, -1.987)  0.35
H (-1.925, 1.497, -1.244)  0.31
H (-0.198, 1.697, -1.550)  0.26
H (-1.315, -0.397, 1.144)  0.39
H (-0.776, 0.820, 2.308)  0.36
H (0.850, -1.102, 1.953)  0.32
H (1.538, 0.513, 1.745)  0.27
H (1.693, 0.366, -0.579)  0.25
H (2.155, -1.252, -0.075)  0.37

---

Stability ranking, top and bottom: <B> is the most stable and <A> is the least stable.

---

<A>
Entry from the Open Molecules 2025 dataset: 2 unconnected molecules or ions with the total composition C7H14 (ωB97M-V/def2-TZVPD).

SMILES = C1=CCCCCC1.[H][H]

Each line ends with the Mulliken charge.
CARTESIAN COORDINATES (ANGSTROEM)
C (0.175, -1.393, 0.145)  -0.12
C (1.267, -0.677, -0.127)  -0.14
C (1.296, 0.698, -0.749)  -0.74
C (0.392, 1.723, -0.047)  -0.65
C (-1.105, 1.543, -0.316)  -0.59
C (-1.751, 0.303, 0.305)  -0.61
C (-1.236, -1.031, -0.244)  -0.76
H (0.293, -2.338, 0.671)  0.12
H (2.238, -1.099, 0.127)  0.29
H (2.330, 1.063, -0.728)  0.35
H (1.020, 0.641, -1.812)  0.29
H (0.581, 1.683, 1.035)  0.33
H (0.681, 2.732, -0.370)  0.33
H (-1.269, 1.520, -1.404)  0.31
H (-1.636, 2.430, 0.054)  0.31
H (-1.611, 0.320, 1.394)  0.33
H (-2.834, 0.349, 0.126)  0.31
H (-1.904, -1.836, 0.082)  0.35
H (-1.304, -1.015, -1.343)  0.29
H (2.214, -3.172, 1.529)  0.21
H (2.160, -2.444, 1.675)  -0.21

---

<B>
Entry from the Open Molecules 2025 dataset: C7H14 in the gas phase (ωB97M-V/def2-TZVPD).

SMILES = C[C@@H]1[C@H](C)C[C@@H]1C

Each line ends with the Mulliken charge.
CARTESIAN COORDINATES (ANGSTROEM)
C (-0.047, 1.751, 0.444)  -1.43
C (-0.022, 0.681, -0.658)  0.19
C (-1.075, -0.471, -0.550)  0.36
C (-2.354, -0.320, 0.254)  -1.67
C (0.021, -1.388, 0.016)  -1.05
C (1.084, -0.438, -0.568)  0.15
C (2.396, -0.257, 0.199)  -1.24
H (0.075, 2.760, 0.035)  0.29
H (0.752, 1.613, 1.177)  0.30
H (-0.985, 1.758, 1.008)  0.34
H (-0.047, 1.180, -1.633)  0.42
H (-1.330, -0.793, -1.568)  0.31
H (-2.147, -0.037, 1.293)  0.38
H (-3.027, 0.430, -0.177)  0.35
H (-2.892, -1.276, 0.281)  0.40
H (0.029, -2.436, -0.306)  0.35
H (0.027, -1.359, 1.115)  0.31
H (1.306, -0.756, -1.594)  0.33
H (2.376, 0.621, 0.850)  0.29
H (2.601, -1.118, 0.847)  0.29
H (3.259, -0.143, -0.466)  0.32

---

<C>
Entry from the Open Molecules 2025 dataset: 2 unconnected molecules or ions with the total composition C7H14 (ωB97M-V/def2-TZVPD).

Each line ends with the Mulliken charge.
CARTESIAN COORDINATES (ANGSTROEM)
C (2.006, 0.055, -0.319)  -0.72
C (1.042, 1.161, -0.411)  -0.04
C (0.858, 1.903, -1.699)  -1.11
C (-1.175, 0.553, 0.114)  -1.21
C (-0.900, -0.777, 0.638)  0.82
C (-1.811, -1.736, 1.349)  -0.58
C (-1.165, -2.105, 0.037)  -0.70
H (1.321, -0.745, 0.283)  -0.11
H (2.413, -0.321, -1.275)  0.28
H (2.808, 0.153, 0.424)  0.26
H (0.861, 1.653, 0.522)  0.42
H (1.511, 2.783, -1.739)  0.31
H (1.100, 1.277, -2.571)  0.30
H (-0.175, 2.244, -1.789)  0.34
H (-1.714, 1.245, 0.792)  0.25
H (-1.370, 0.726, -0.926)  0.42
H (0.290, -0.852, 0.945)  0.10
H (-1.497, -2.222, 2.274)  0.23
H (-2.891, -1.560, 1.306)  0.26
H (-1.778, -2.225, -0.854)  0.26
H (-0.294, -2.755, 0.088)  0.22

---

<D>
Entry from the Open Molecules 2025 dataset: 2 unconnected molecules or ions with the total composition C7H14 (ωB97M-V/def2-TZVPD).

SMILES = CCC1(C)C=C1.C

Each line ends with the Mulliken charge.
CARTESIAN COORDINATES (ANGSTROEM)
C (-1.131, -0.519, 1.584)  -1.23
C (-0.895, 0.625, 0.603)  -0.57
C (-0.611, 0.175, -0.817)  1.50
C (-1.758, -0.542, -1.473)  -1.58
C (0.331, 0.941, -1.644)  -0.92
C (0.747, -0.270, -1.206)  -0.84
H (-1.273, -0.138, 2.599)  0.36
H (-2.016, -1.107, 1.328)  0.36
H (-0.282, -1.211, 1.603)  0.27
H (-1.766, 1.292, 0.590)  0.40
H (-0.060, 1.242, 0.942)  0.35
H (-2.623, 0.120, -1.546)  0.34
H (-2.062, -1.432, -0.912)  0.34
H (-1.498, -0.844, -2.488)  0.41
H (0.472, 1.512, -2.519)  0.37
H (1.309, -1.143, -1.455)  0.43
C (2.631, 0.188, 1.000)  -0.92
H (2.117, 0.643, -0.051)  0.11
H (2.034, -0.478, 1.616)  0.19
H (2.728, 1.172, 1.468)  0.29
H (3.604, -0.226, 0.776)  0.33

---

Stability ranking, top and bottom: <B> is the most stable and <C> is the least stable.

---

<A>
Entry from the Open Molecules 2025 dataset: C7H14 in the gas phase (ωB97M-V/def2-TZVPD).

SMILES = CC[C@H]1CC[C@H]1C

Each line ends with the Mulliken charge.
CARTESIAN COORDINATES (ANGSTROEM)
C (2.149, 1.385, -0.105)  -1.15
C (0.603, 1.241, 0.169)  -0.67
C (0.115, 0.087, -0.671)  0.12
C (0.858, -1.179, -0.196)  -0.69
C (-0.448, -1.673, 0.449)  -0.79
C (-1.231, -0.633, -0.381)  0.20
C (-2.410, 0.071, 0.269)  -1.53
H (2.809, 0.583, 0.287)  0.34
H (2.422, 1.426, -1.174)  0.29
H (2.365, 2.329, 0.368)  0.39
H (0.409, 1.070, 1.243)  0.27
H (0.032, 2.162, -0.059)  0.35
H (0.255, 0.384, -1.718)  0.33
H (1.667, -0.979, 0.511)  0.28
H (1.247, -1.788, -1.011)  0.27
H (-0.694, -2.729, 0.323)  0.33
H (-0.481, -1.426, 1.517)  0.25
H (-1.558, -1.094, -1.322)  0.34
H (-2.120, 0.560, 1.206)  0.30
H (-2.854, 0.827, -0.388)  0.35
H (-3.192, -0.661, 0.509)  0.40

---

<B>
Entry from the Open Molecules 2025 dataset: 2 unconnected molecules or ions with the total composition C7H14 (ωB97M-V/def2-TZVPD).

Each line ends with the Mulliken charge.
CARTESIAN COORDINATES (ANGSTROEM)
C (2.436, 0.043, 1.226)  -1.08
C (1.980, -0.325, -0.268)  -0.77
C (0.584, -0.891, -0.298)  -0.65
C (-0.622, -0.007, -0.409)  0.76
C (-1.776, -0.661, -0.070)  -0.14
C (-3.108, 0.050, -0.020)  -1.20
C (-0.419, 1.371, -0.907)  -1.30
H (2.257, -0.702, 1.969)  0.48
H (3.486, 0.349, 1.207)  0.32
H (1.837, 0.948, 1.359)  0.15
H (2.094, 0.591, -0.830)  0.28
H (2.819, -0.996, -0.617)  0.28
H (0.326, -1.936, -0.443)  0.53
H (1.148, -1.890, 1.116)  0.10
H (-1.552, -1.713, -0.067)  0.34
H (-3.028, 1.117, 0.075)  0.35
H (-3.714, -0.224, -0.876)  0.27
H (-3.656, -0.300, 0.860)  0.34
H (0.227, 1.306, -1.798)  0.31
H (-1.388, 1.866, -1.076)  0.36
H (0.071, 2.004, -0.135)  0.26

---

<C>
Entry from the Open Molecules 2025 dataset: C7H14 in the gas phase (ωB97M-V/def2-TZVPD).

SMILES = C[C@@H]1[C@H](C)C[C@@H]1C

Each line ends with the Mulliken charge.
CARTESIAN COORDINATES (ANGSTROEM)
C (1.047, -1.052, 1.019)  -1.53
C (1.049, -0.131, -0.189)  0.40
C (0.524, 1.306, 0.003)  -0.07
C (0.288, 1.833, 1.476)  -1.38
C (-0.774, 0.826, -1.088)  -0.76
C (-0.309, -0.597, -1.373)  0.13
C (-1.319, -1.681, -0.935)  -1.51
H (1.102, -2.065, 0.621)  0.36
H (0.129, -0.977, 1.615)  0.30
H (1.894, -0.905, 1.703)  0.38
H (2.036, -0.110, -0.659)  0.33
H (1.145, 2.080, -0.463)  0.28
H (-0.182, 1.122, 2.170)  0.32
H (1.221, 2.138, 1.997)  0.34
H (-0.331, 2.737, 1.460)  0.39
H (-1.024, 1.360, -2.026)  0.30
H (-1.597, 0.788, -0.394)  0.33
H (-0.118, -0.820, -2.460)  0.31
H (-1.605, -1.538, 0.111)  0.35
H (-2.265, -1.634, -1.510)  0.39
H (-0.923, -2.698, -1.060)  0.34

---

<D>
Entry from the Open Molecules 2025 dataset: 3 unconnected molecules or ions with the total composition C7H14 (ωB97M-V/def2-TZVPD).

SMILES = C=C1CC1.[H][H].C=CC

Each line ends with the Mulliken charge.
CARTESIAN COORDINATES (ANGSTROEM)
C (-0.696, 1.178, 1.541)  -0.76
C (-1.015, 1.609, 0.336)  0.52
C (-2.057, 2.025, -0.607)  -0.52
C (-0.578, 2.039, -0.996)  -0.47
H (-1.454, 0.977, 2.294)  0.24
H (0.341, 1.019, 1.825)  0.19
H (-2.694, 1.264, -1.054)  0.15
H (-2.549, 2.982, -0.443)  0.24
H (-0.086, 3.004, -1.099)  0.23
H (-0.234, 1.281, -1.696)  0.21
H (-1.136, -0.926, -1.641)  -0.30
H (-1.769, -0.781, -2.007)  0.26
C (1.054, -2.367, -0.743)  -0.89
C (0.999, -1.796, 0.458)  0.24
C (2.186, -1.246, 1.192)  -0.97
H (1.992, -2.448, -1.290)  0.22
H (0.171, -2.781, -1.221)  0.33
H (0.038, -1.727, 0.970)  0.33
H (2.394, -1.839, 2.091)  0.26
H (3.082, -1.253, 0.565)  0.31
H (2.011, -0.216, 1.525)  0.18

---

Stability ranking, top and bottom: <A> is the most stable and <B> is the least stable.